[1]
Formula: C42H47N11O3S2SeTi
Source: OMol25
Level of theory: the ωB97M-V functional and the def2-TZVPD basis

As for the HOMO-LUMO gap: 5.064 eV. The value obtained for the energy relative to the best compared isomer or geometry (same formula, charge and spin) is 95.45 kJ/mol. The total charge is +2. For the total energy, the calculation gives -176974.9510 eV. The calculation puts the HOMO energy at -11.87 eV.

Geometry as XYZ:
```
107
Properties=species:S:1:pos:R:3:forces:R:3:mulliken_charge:R:1
Ti 1.743 0.155 0.766 0.2 -0.4 -1.3 0.28
N -1.206 -1.466 3.505 0.1 -0.1 0.0 0.24
C -0.888 -0.484 2.681 0.0 0.0 -0.3 -0.69
N 0.286 -0.755 2.115 -0.1 0.0 0.2 1.29
C 0.614 -1.964 2.668 0.0 -0.2 0.1 0.30
N -0.261 -2.430 3.513 -0.1 0.2 0.0 -0.79
C 1.876 -2.583 2.306 -0.2 0.0 0.0 -0.05
C 2.366 -3.759 2.860 0.0 -0.1 0.0 -0.55
N 3.559 -4.223 2.532 0.0 0.1 -0.1 -0.53
C 4.257 -3.507 1.653 0.1 -0.1 0.0 -0.68
C 3.776 -2.338 1.091 -0.1 0.0 -0.1 -0.38
N 2.562 -1.883 1.410 0.2 0.2 0.4 1.10
H -2.033 -1.559 4.078 0.1 0.0 0.0 0.24
H -1.526 0.358 2.487 0.0 0.0 0.0 0.51
H 1.776 -4.312 3.579 0.0 0.0 0.0 0.53
H 5.241 -3.869 1.388 0.0 0.0 0.0 0.44
H 4.356 -1.773 0.376 0.0 0.0 0.1 0.35
C 2.008 3.792 0.198 0.0 0.0 0.0 -1.16
C 3.030 2.888 -0.422 0.0 0.1 -0.1 1.02
C 4.267 3.445 -0.823 0.0 0.0 0.0 -1.22
C 5.213 2.673 -1.423 0.0 0.0 0.0 -1.11
C 4.923 1.321 -1.718 0.1 0.1 -0.1 0.69
C 5.814 0.472 -2.411 -0.1 0.0 0.0 -0.83
C 5.442 -0.811 -2.711 -0.1 0.0 0.0 -0.93
C 4.174 -1.289 -2.331 0.0 -0.1 0.0 -0.55
C 3.292 -0.488 -1.644 0.0 0.1 0.1 0.20
S 1.656 -1.038 -1.237 0.0 0.3 0.3 -0.34
C 3.668 0.837 -1.321 -0.2 0.0 0.1 0.04
N 2.763 1.605 -0.623 0.1 -0.1 0.2 0.68
H 2.382 4.812 0.216 0.0 0.0 0.0 0.59
H 1.758 3.497 1.216 0.0 0.0 0.0 0.00
H 1.090 3.775 -0.393 0.0 0.0 0.0 0.11
H 4.443 4.494 -0.629 0.0 0.0 0.0 0.56
H 6.170 3.092 -1.708 0.0 0.0 0.0 0.50
H 6.780 0.855 -2.711 0.0 0.0 0.0 0.49
H 6.113 -1.460 -3.256 0.0 0.0 0.0 0.45
H 3.878 -2.296 -2.597 0.0 0.0 0.0 0.57
C -4.064 -4.064 -2.937 0.0 0.0 0.0 -0.63
C -2.927 -3.893 -3.945 0.0 0.0 0.0 -0.70
C -2.765 -2.483 -4.513 0.0 0.0 0.0 -0.74
C -2.171 -1.428 -3.582 0.0 0.1 0.2 -0.95
N -3.061 -1.014 -2.497 -0.1 -0.2 0.0 1.85
C -2.931 -1.348 -1.190 0.1 0.0 -0.3 -1.11
Se -1.418 -2.105 -0.445 -0.1 -0.1 0.1 -0.28
N -4.075 -1.008 -0.553 -0.1 -0.1 0.1 1.23
C -4.317 -1.360 0.849 0.1 0.1 0.0 -0.66
C -5.727 -1.842 1.159 0.0 -0.1 0.1 -1.11
C -6.159 -3.038 0.309 0.0 0.0 0.0 0.14
C -5.461 -4.329 0.724 0.0 0.0 0.0 -1.37
C -4.952 -0.411 -1.468 0.0 0.2 0.1 1.00
C -6.203 0.184 -1.339 0.0 0.0 0.0 -1.10
C -6.771 0.724 -2.479 0.0 0.0 -0.1 -0.70
C -6.117 0.691 -3.715 0.0 0.0 0.1 -0.98
C -4.865 0.120 -3.843 -0.1 0.0 0.0 -1.12
C -4.303 -0.424 -2.696 0.1 0.0 -0.1 0.20
H -4.392 -5.102 -2.898 0.0 0.0 0.0 0.52
H -4.933 -3.462 -3.216 0.0 0.0 0.0 0.19
H -3.766 -3.793 -1.925 0.0 0.1 0.1 -0.12
H -3.115 -4.557 -4.790 0.0 0.0 0.0 0.40
H -1.981 -4.222 -3.506 0.0 0.0 0.0 0.27
H -3.732 -2.141 -4.891 0.0 0.0 0.0 0.32
H -2.099 -2.518 -5.379 0.0 0.0 0.0 0.51
H -1.917 -0.532 -4.153 0.0 0.0 0.0 0.32
H -1.264 -1.794 -3.100 0.0 0.0 -0.1 0.21
H -4.038 -0.506 1.478 -0.1 0.0 0.0 -0.06
H -3.612 -2.163 1.067 0.0 0.1 0.0 0.47
H -6.451 -1.030 1.119 0.0 0.0 -0.1 0.34
H -5.697 -2.151 2.209 -0.1 0.0 0.0 0.50
H -5.953 -2.844 -0.747 0.0 0.1 0.0 -0.03
H -7.240 -3.156 0.385 0.0 0.0 0.1 0.40
H -4.376 -4.254 0.618 0.0 0.0 0.0 0.24
H -5.784 -5.169 0.111 0.0 0.0 0.0 0.38
H -5.678 -4.576 1.764 0.0 0.0 0.0 0.40
H -6.727 0.237 -0.399 0.0 0.0 0.0 0.40
H -7.746 1.184 -2.410 0.0 0.0 0.0 0.47
H -6.599 1.118 -4.583 0.0 0.0 0.0 0.49
H -4.354 0.089 -4.794 0.0 0.0 0.0 0.49
N -1.928 2.309 -2.805 0.0 -0.1 0.0 -0.27
C -1.540 2.208 -1.515 -0.1 0.0 -0.2 -0.09
C -0.428 1.412 -1.153 0.0 -0.1 0.0 -0.97
N -0.014 1.358 0.099 -0.1 0.1 0.4 2.91
C -0.683 2.092 1.017 0.0 0.1 -0.1 -1.53
C -1.802 2.807 0.648 0.0 0.0 0.0 -1.12
N -2.249 2.862 -0.602 0.1 0.0 0.1 -0.66
H -1.362 1.957 -3.555 0.0 0.0 0.0 0.23
H -2.697 2.921 -3.024 0.0 0.0 0.0 0.28
H 0.092 0.804 -1.882 0.0 0.1 0.0 0.28
H -0.288 2.130 2.019 0.0 0.0 0.0 1.07
H -2.356 3.365 1.393 0.0 0.0 0.0 0.49
C 6.832 5.371 4.610 0.0 0.0 0.0 -1.52
C 5.887 4.303 4.142 0.1 0.0 0.0 0.88
C 6.379 3.131 3.563 0.0 0.0 0.0 -0.86
C 5.528 2.123 3.152 0.0 0.1 0.1 -0.69
C 4.159 2.302 3.329 0.0 0.3 -0.1 0.48
C 3.634 3.457 3.894 0.1 0.0 0.0 -0.43
C 4.512 4.451 4.297 -0.1 0.0 0.0 -0.96
S 3.081 1.031 2.881 0.2 0.0 0.0 1.30
O 2.984 0.030 3.892 0.0 0.0 0.0 -0.59
O 1.765 1.597 2.443 0.0 -0.2 0.1 -0.33
O 3.576 0.481 1.543 -0.1 -0.2 0.4 -0.26
H 7.664 5.489 3.918 0.0 0.0 0.0 0.39
H 7.252 5.103 5.582 0.0 0.0 0.0 0.31
H 6.330 6.329 4.720 0.0 0.0 0.0 0.38
H 7.446 3.007 3.438 0.0 0.0 0.0 0.43
H 5.920 1.219 2.708 0.0 0.0 0.0 0.49
H 2.568 3.580 4.024 0.0 0.0 0.0 0.53
H 4.122 5.356 4.745 0.0 0.0 0.0 0.39
```
Positions in Å, forces in eV/Å.


[2]
Formula: C42H49B2N9O3PdTe
Source: OMol25
Level of theory: the ωB97M-V functional and the def2-TZVPD basis

As for the HOMO-LUMO gap (spin up / spin down): 6.542 / 6.542 eV. The value obtained for the energy relative to the best compared isomer or geometry (same formula, charge and spin) is 23.89 kJ/mol. The total charge is +2. For the total energy, the calculation gives -76019.2977 eV. The calculation puts the HOMO energy (spin up / spin down) at -12.97 / -12.97 eV.

Geometry as XYZ:
```
107
Properties=species:S:1:pos:R:3:forces:R:3:mulliken_charge:R:1
Pd -1.240 -1.256 1.857 0.7 0.2 0.2 -0.08
C -1.673 1.324 5.321 0.0 0.0 0.0 -1.40
C -2.462 0.860 4.266 0.0 0.0 0.1 -0.62
N -2.031 -0.323 3.835 0.0 0.0 -0.2 -1.16
N -0.953 -0.638 4.600 -0.1 -0.1 0.1 1.91
C -0.729 0.335 5.501 0.0 0.0 0.0 -0.18
B -0.289 -2.056 4.612 0.0 0.0 0.0 0.35
N -1.319 -3.076 3.999 0.0 -0.1 0.1 0.72
C -1.849 -4.205 4.495 0.0 0.1 -0.1 0.00
C -2.625 -4.798 3.515 0.0 0.0 0.0 -1.35
C -2.514 -3.961 2.409 0.1 -0.1 0.1 -0.36
N -1.712 -2.946 2.723 -0.2 0.2 -0.1 -0.45
N 0.940 -2.116 3.659 -0.1 -0.1 -0.1 0.20
C 2.075 -2.829 3.777 0.1 0.0 0.0 0.13
C 2.618 -3.020 2.523 0.0 0.0 0.1 -1.61
C 1.730 -2.404 1.652 0.0 0.1 0.0 -0.82
N 0.735 -1.837 2.335 -0.2 -0.2 0.0 0.26
N -0.015 -2.426 6.043 0.1 0.1 0.0 0.73
C -0.943 -2.443 7.043 0.0 0.0 0.0 -0.42
C -0.293 -2.716 8.215 0.0 0.0 0.0 -0.96
C 1.060 -2.839 7.840 0.0 0.0 0.0 -0.32
N 1.224 -2.653 6.546 0.1 -0.1 0.0 -1.07
H -1.801 2.216 5.909 0.0 0.0 0.0 0.60
H -3.356 1.296 3.847 0.0 0.0 0.0 0.80
H 0.056 0.235 6.233 0.0 0.0 0.0 0.55
H -1.624 -4.519 5.500 0.0 0.0 0.0 0.52
H -3.180 -5.716 3.588 0.0 0.0 0.0 0.43
H -2.942 -4.048 1.425 0.0 0.0 0.0 0.51
H 2.411 -3.123 4.756 0.0 0.0 0.0 0.60
H 3.531 -3.535 2.279 0.0 0.0 0.0 0.46
H 1.767 -2.349 0.579 0.0 0.0 0.0 0.89
H -1.986 -2.255 6.843 0.0 0.0 0.0 0.55
H -0.723 -2.813 9.196 0.0 0.0 0.0 0.46
H 1.915 -3.051 8.462 0.0 0.0 0.0 0.48
C 4.723 -4.185 -5.396 0.0 0.0 0.0 -1.98
C 4.785 -2.722 -5.840 -0.1 -0.1 0.0 1.98
C 4.268 -2.638 -7.282 0.0 0.0 0.0 -1.63
C 6.245 -2.250 -5.789 0.0 0.0 0.0 -1.56
C 3.954 -1.817 -4.927 0.0 0.0 0.0 0.61
C 3.704 -0.494 -5.313 0.1 0.0 0.0 -0.61
C 2.998 0.411 -4.529 0.0 0.0 0.0 -1.97
C 2.539 -0.067 -3.326 0.0 0.0 0.0 0.96
O 1.799 0.599 -2.336 0.0 0.0 0.0 -0.42
B 1.629 -0.366 -1.382 -0.1 0.0 0.0 0.70
O 2.198 -1.570 -1.665 0.0 0.0 -0.1 -0.67
C 2.777 -1.365 -2.924 0.0 0.0 0.0 0.29
C 3.477 -2.265 -3.691 0.0 0.0 0.0 -1.04
H 5.269 -4.802 -6.110 0.0 0.0 0.0 0.43
H 3.696 -4.554 -5.356 0.0 0.0 0.0 0.44
H 5.190 -4.339 -4.421 0.0 0.0 0.0 0.33
H 4.810 -3.350 -7.907 0.0 0.0 0.0 0.46
H 4.417 -1.651 -7.719 0.0 0.0 0.0 0.34
H 3.206 -2.881 -7.338 0.0 0.0 0.0 0.38
H 6.862 -2.868 -6.442 0.0 0.0 0.0 0.42
H 6.644 -2.321 -4.775 0.0 0.0 0.0 0.38
H 6.337 -1.213 -6.117 0.0 0.0 0.0 0.37
H 4.083 -0.146 -6.264 0.0 0.0 0.0 0.38
H 2.827 1.430 -4.848 0.0 0.0 0.0 0.53
H 3.640 -3.272 -3.340 0.0 0.0 0.0 0.56
C 0.949 2.159 0.043 0.2 -0.2 0.0 -1.08
C 0.328 0.836 0.318 0.0 -0.1 -0.1 0.20
O 0.847 -0.244 -0.224 0.2 0.1 0.1 0.20
N -0.659 0.630 1.136 -0.3 -0.2 0.1 0.50
Te -2.391 1.656 0.882 -0.2 0.1 -0.3 0.93
C -2.173 3.758 0.807 0.1 -0.2 0.3 0.85
C -3.127 4.422 0.031 -0.1 0.1 0.0 0.67
C -4.244 3.725 -0.701 0.0 0.0 0.0 -1.66
C -3.061 5.809 0.019 0.0 0.0 -0.1 -0.79
C -2.109 6.518 0.747 0.1 -0.1 0.0 0.45
C -2.043 8.014 0.682 0.0 0.0 0.0 -1.64
C -1.247 5.805 1.575 -0.1 0.0 -0.1 -0.98
C -1.285 4.418 1.658 0.0 0.1 0.0 0.49
C -0.458 3.742 2.717 0.1 -0.1 0.1 -1.35
C -2.371 0.983 -1.133 0.0 0.0 0.0 0.53
C -1.692 1.614 -2.188 0.0 0.0 -0.1 1.99
C -1.094 2.998 -2.179 -0.2 0.2 0.1 -2.01
C -1.572 0.910 -3.385 0.0 0.0 0.0 -0.98
C -2.092 -0.363 -3.573 0.0 0.0 0.1 0.22
C -1.957 -1.067 -4.888 0.0 0.0 0.0 -1.80
C -2.752 -0.956 -2.502 0.1 0.0 -0.1 -0.96
C -2.890 -0.317 -1.280 -0.1 -0.1 0.1 0.66
C -3.536 -1.105 -0.166 0.0 0.0 0.1 -1.78
H 1.963 2.106 0.452 0.0 0.0 0.0 0.57
H 0.421 2.968 0.533 0.0 0.0 0.0 0.00
H 1.049 2.341 -1.024 0.1 -0.1 0.1 0.28
H -4.768 3.004 -0.063 0.0 0.0 0.0 0.36
H -3.912 3.193 -1.592 0.1 0.0 0.0 0.26
H -4.989 4.456 -1.009 0.0 0.0 0.0 0.53
H -3.791 6.353 -0.569 0.0 0.0 0.0 0.38
H -2.864 8.426 0.100 0.0 0.0 0.0 0.37
H -1.106 8.333 0.222 0.0 0.0 0.0 0.34
H -2.079 8.447 1.682 0.0 0.0 0.0 0.40
H -0.549 6.344 2.206 0.0 0.0 0.0 0.50
H 0.552 4.153 2.754 0.0 0.0 0.0 0.44
H -0.370 2.659 2.609 0.0 0.0 0.0 -0.07
H -0.910 3.914 3.695 0.0 0.0 0.0 0.42
H -0.765 3.342 -1.203 -0.2 0.0 -0.1 0.12
H -1.814 3.735 -2.542 0.0 0.0 0.0 0.47
H -0.241 3.022 -2.855 0.0 0.0 0.0 0.51
H -1.045 1.386 -4.204 0.0 0.0 0.0 0.50
H -1.042 -0.773 -5.402 0.0 0.0 0.0 0.40
H -2.797 -0.813 -5.538 0.0 0.0 0.0 0.37
H -1.954 -2.149 -4.762 0.0 0.0 0.0 0.42
H -3.156 -1.955 -2.615 0.0 0.0 0.0 0.45
H -4.095 -1.949 -0.566 0.0 0.0 0.0 0.59
H -4.220 -0.529 0.457 0.0 0.0 0.0 0.37
H -2.770 -1.575 0.493 -0.1 0.1 -0.1 0.29
```
Positions in Å, forces in eV/Å.


[3]
Formula: C42H49GeN2O9SSiTm
Source: OMol25
Level of theory: the ωB97M-V functional and the def2-TZVPD basis

As for the HOMO-LUMO gap (spin up / spin down): 6.727 / 6.729 eV. The value obtained for the energy relative to the best compared isomer or geometry (same formula, charge and spin) is 25.68 kJ/mol. The total charge is -2. For the total energy, the calculation gives -170523.5591 eV. The spin multiplicity is 3. The calculation puts the HOMO energy (spin up / spin down) at -2.73 / -2.73 eV.

Geometry as XYZ:
```
106
Properties=species:S:1:pos:R:3:forces:R:3:mulliken_spin:R:1
Tm 0.562 -0.490 0.131 0.2 1.4 -0.2 2.02
C -3.082 0.528 3.480 0.4 0.2 -0.5 0.00
Si -2.484 1.079 1.735 -1.2 0.2 -0.1 0.00
C -3.333 2.771 1.297 0.5 -0.5 0.3 0.00
C -3.363 -0.097 0.521 0.6 0.3 0.4 0.00
N -0.779 1.179 1.538 0.0 -0.7 -0.4 -0.01
C -0.051 2.058 2.275 0.4 0.1 -0.1 0.00
C -0.572 2.923 3.259 0.0 -0.2 -0.1 0.00
C 0.187 3.896 3.871 0.1 0.3 0.1 0.00
C 1.517 4.074 3.534 0.0 0.0 0.1 0.00
C 2.093 3.199 2.624 0.1 -0.1 -0.2 0.00
C 1.347 2.188 2.052 -0.3 0.4 0.3 0.00
O 1.922 1.284 1.158 -0.5 0.1 0.4 0.00
C 3.243 0.943 1.362 1.3 -0.1 -0.2 0.00
C 3.787 0.760 2.630 -0.2 0.1 -0.2 0.00
C 5.091 0.319 2.753 0.0 0.0 -0.1 0.00
C 5.865 0.089 1.626 0.1 -0.1 -0.1 0.00
C 5.326 0.295 0.367 0.1 0.0 0.2 0.00
C 4.018 0.721 0.227 -0.4 0.2 0.0 0.00
H -3.929 -0.147 3.410 -0.2 -0.1 -0.1 0.00
H -3.377 1.358 4.114 0.0 0.2 0.1 0.00
H -2.281 -0.005 3.981 0.2 -0.1 0.1 0.00
H -4.317 2.860 1.746 -0.3 -0.1 0.2 0.00
H -3.467 2.878 0.223 0.1 -0.1 -0.2 0.00
H -2.748 3.622 1.632 0.1 0.2 0.1 0.00
H -4.430 -0.097 0.728 -0.2 0.1 0.2 0.00
H -3.008 -1.114 0.636 -0.1 -0.2 0.0 0.00
H -3.236 0.195 -0.516 0.1 0.1 -0.2 0.00
H -1.604 2.806 3.538 -0.2 0.0 0.1 0.00
H -0.273 4.535 4.616 0.0 0.0 0.0 0.00
H 2.113 4.853 3.986 0.0 0.1 0.0 0.00
H 3.137 3.299 2.357 0.0 0.0 0.0 0.00
H 3.185 0.937 3.509 0.0 0.0 0.0 0.00
H 5.499 0.133 3.734 0.0 0.0 0.1 0.00
H 6.877 -0.272 1.733 0.1 0.0 0.0 0.00
H 5.920 0.123 -0.519 0.0 -0.1 -0.1 0.00
H 3.570 0.867 -0.746 0.0 0.0 0.0 0.00
O -1.085 1.173 -1.363 -0.2 0.5 0.0 0.00
C -0.456 2.053 -2.309 1.0 -0.7 -0.2 0.00
C 1.129 1.778 -2.269 -1.2 0.5 -0.3 0.00
O 1.832 2.464 -2.993 0.2 0.0 -0.1 0.00
O 1.444 0.873 -1.467 0.4 -0.7 0.3 0.00
C -0.993 1.682 -3.676 -0.1 0.0 0.0 0.00
C -0.295 0.811 -4.503 -0.1 0.1 0.1 0.00
C -0.773 0.512 -5.767 0.0 0.0 -0.1 0.00
C -1.961 1.067 -6.210 0.0 -0.1 -0.1 0.00
C -2.696 1.885 -5.367 -0.1 0.1 0.0 0.00
C -2.218 2.182 -4.104 0.0 -0.1 0.0 0.00
C -0.590 3.506 -1.976 -0.2 0.4 0.3 0.00
C -0.595 3.930 -0.647 0.0 -0.1 -0.3 0.00
C -0.639 5.276 -0.335 0.0 0.2 0.1 0.00
C -0.673 6.224 -1.344 0.0 0.1 0.1 0.00
C -0.622 5.815 -2.667 0.0 0.1 0.0 0.00
C -0.568 4.471 -2.981 0.0 -0.1 0.1 0.00
H -1.331 1.688 -0.577 0.1 -0.1 0.1 0.00
H 0.626 0.374 -4.153 0.2 0.0 0.0 0.00
H -0.211 -0.150 -6.411 0.0 0.0 0.0 0.00
H -2.320 0.854 -7.207 -0.1 0.0 -0.1 0.00
H -3.643 2.299 -5.694 0.0 0.0 0.0 0.00
H -2.791 2.816 -3.441 0.0 0.1 0.0 0.00
H -0.531 3.222 0.164 0.0 -0.1 0.1 0.00
H -0.637 5.580 0.704 0.0 0.0 0.0 0.00
H -0.717 7.277 -1.106 0.0 0.1 0.0 0.00
H -0.618 6.549 -3.462 0.0 0.0 0.0 0.00
H -0.500 4.165 -4.013 0.0 0.0 -0.1 0.00
O 4.522 -4.210 5.468 -0.2 0.2 0.6 0.00
C 4.707 -4.282 4.245 -0.3 0.4 -0.3 0.00
O 5.513 -4.969 3.610 0.3 -0.3 -0.5 0.00
C 3.773 -3.357 3.382 0.1 -0.1 0.2 0.00
C 2.913 -2.453 3.999 0.0 -0.1 0.0 0.00
C 2.083 -1.660 3.228 -0.3 0.1 0.0 0.00
N 2.066 -1.692 1.895 0.2 -0.3 -0.4 0.00
C 2.882 -2.575 1.298 0.0 0.1 -0.1 0.00
C 3.736 -3.416 1.995 0.0 0.0 0.0 0.00
C 2.782 -2.660 -0.223 0.8 -0.8 0.3 0.00
O 3.400 -3.541 -0.812 -0.1 0.2 0.1 0.00
O 2.011 -1.801 -0.760 -0.2 0.3 -0.3 -0.01
H 2.915 -2.400 5.079 -0.1 0.0 0.0 0.00
H 1.378 -0.969 3.683 0.1 0.0 0.0 0.00
H 4.359 -4.114 1.453 0.0 0.0 0.0 0.00
C -1.643 -3.739 2.475 0.2 0.5 -0.6 0.00
S -1.339 -2.944 0.739 -0.6 -2.5 0.5 0.00
C -0.069 -4.218 0.382 -0.4 0.5 -0.1 0.00
O -0.643 -1.738 1.320 -0.2 0.4 1.2 0.00
H -0.725 -3.773 3.048 0.2 0.0 0.2 0.00
H -2.061 -4.733 2.361 -0.1 -0.2 -0.1 0.00
H -2.355 -3.091 2.977 -0.2 0.1 0.1 0.00
H -0.565 -5.179 0.284 -0.1 -0.1 0.0 0.00
H 0.623 -4.244 1.214 0.1 0.0 0.2 0.00
H 0.459 -3.963 -0.527 0.0 0.0 -0.1 0.00
C -3.768 -3.856 -1.374 0.4 0.1 -0.2 0.00
Ge -2.170 -3.230 -2.404 -0.4 0.0 -0.6 0.00
C -2.893 -2.286 -4.038 0.3 -0.3 0.6 0.00
C -1.248 -4.885 -3.037 -0.1 0.5 0.2 0.00
C -1.059 -2.079 -1.314 0.3 0.3 -0.3 0.00
H -4.371 -4.555 -1.946 0.0 -0.1 -0.2 0.00
H -4.396 -3.018 -1.087 -0.1 0.2 0.1 0.00
H -3.446 -4.348 -0.463 0.0 -0.1 0.1 0.00
H -3.664 -2.856 -4.548 -0.1 -0.2 0.0 0.00
H -2.091 -2.088 -4.743 0.2 0.0 -0.1 0.00
H -3.313 -1.328 -3.743 0.0 0.2 0.1 0.00
H -1.811 -5.387 -3.820 -0.2 0.0 -0.1 0.00
H -1.109 -5.578 -2.214 0.0 -0.1 0.2 0.00
H -0.268 -4.631 -3.429 0.2 0.0 -0.1 0.00
H -1.548 -1.095 -1.317 0.0 -0.1 -0.2 0.00
H -0.052 -1.987 -1.760 -0.3 -0.1 -0.3 0.00
```
Positions in Å, forces in eV/Å.


> The lowest energy relative to the best compared isomer or geometry (same formula, charge and spin) belongs to which entry?

C42H49B2N9O3PdTe